1.
{"formula": "C22H16F6N4O6RuS2", "method": "wB97M-V/def2-TZVPD", "elements": ["Ru", "F", "C", "F", "F", "S", "O", "O", "N", "S", "O", "O", "C", "F", "F", "F", "N", "C", "C", "O", "O", "H", "H", "H", "H", "C", "C", "C", "C", "N", "C", "C", "C", "C", "C", "C", "C", "H", "H", "H", "H", "H", "H", "H", "H", "N", "C", "C", "C", "C", "C", "C", "C", "H", "H", "H", "H"], "positions_angstrom": [[0.58, -0.06, 0.09], [-1.80, -2.01, -3.63], [-2.55, -2.68, -2.75], [-3.66, -1.99, -2.52], [-2.88, -3.86, -3.27], [-1.65, -2.88, -1.17], [-1.27, -1.53, -0.81], [-2.59, -3.56, -0.32], [-0.45, -3.82, -1.56], [1.07, -3.41, -1.45], [1.32, -2.43, -0.41], [1.89, -4.58, -1.46], [1.44, -2.59, -3.06], [2.75, -2.59, -3.27], [0.99, -1.34, -3.08], [0.84, -3.27, -4.05], [2.53, -0.53, 1.38], [3.63, 0.22, 0.80], [3.46, 0.28, -0.71], [4.45, 0.41, -1.41], [2.24, 0.21, -1.13], [2.43, -0.39, 2.38], [2.58, -1.52, 1.19], [4.62, -0.18, 1.03], [3.58, 1.25, 1.16], [-1.40, -2.62, 3.16], [-1.67, -1.70, 4.16], [-1.23, -0.40, 4.02], [-0.54, -0.03, 2.87], [-0.27, -0.93, 1.92], [-0.69, -2.19, 2.06], [-0.06, 1.33, 2.58], [-0.17, 2.39, 3.48], [0.33, 3.64, 3.17], [0.95, 3.83, 1.94], [1.04, 2.80, 1.03], [0.54, 1.52, 1.32], [-1.73, -3.65, 3.22], [-2.22, -2.00, 5.04], [-1.42, 0.33, 4.79], [-0.42, -2.88, 1.27], [-0.66, 2.24, 4.44], [0.23, 4.45, 3.88], [1.36, 4.81, 1.69], [1.51, 2.97, 0.07], [-3.15, 4.51, -4.41], [-2.58, 3.79, -3.72], [-1.85, 2.90, -2.85], [-0.54, 2.54, -3.15], [0.18, 1.71, -2.30], [-0.40, 1.23, -1.12], [-1.72, 1.59, -0.84], [-2.45, 2.41, -1.69], [-0.08, 2.91, -4.06], [1.20, 1.44, -2.54], [-2.20, 1.23, 0.06], [-3.47, 2.68, -1.46]], "de_lowest_kj_mol": 90.1, "total_charge": -1, "e_lumo_ev": [2.097, 2.125], "e_tot_ev": -81878.59811, "multiplicity": 2, "s_squared": 0.76}

2.
{"formula": "C2H5N4P3", "method": "wB97M-V/def2-TZVPD", "elements": ["C", "C", "N", "N", "N", "N", "P", "P", "P", "H", "H", "H", "H", "H"], "positions_angstrom": [[2.22, -0.17, 0.71], [1.57, 0.08, -0.62], [-1.84, -1.44, 0.17], [-0.79, -0.85, 0.44], [-3.10, -1.03, 0.14], [1.33, 0.97, 0.40], [-3.60, 0.33, -0.55], [-1.81, 1.62, -0.48], [-0.76, 0.66, 1.20], [1.74, -0.85, 1.31], [3.25, 0.10, 0.97], [1.97, 0.55, -1.42], [0.80, -0.78, -0.99], [-0.97, 0.81, -1.28]], "de_lowest_kj_mol": 498.2, "total_charge": 0, "e_lumo_ev": [-1.810, -1.809], "e_tot_ev": -35975.47735, "multiplicity": 1}

3.
{"formula": "C27H48CdOP2", "method": "wB97M-V/def2-TZVPD", "elements": ["P", "P", "C", "C", "H", "H", "H", "H", "C", "H", "H", "H", "C", "H", "H", "H", "C", "H", "H", "H", "C", "H", "H", "H", "Cd", "C", "C", "C", "C", "C", "C", "C", "C", "C", "H", "H", "H", "H", "H", "H", "H", "H", "H", "H", "H", "H", "H", "H", "H", "C", "C", "C", "C", "C", "C", "C", "C", "C", "C", "C", "C", "O", "H", "H", "H", "H", "H", "H", "H", "H", "H", "H", "H", "H", "H", "H", "H", "H", "H"], "positions_angstrom": [[0.32, -2.62, -4.34], [0.31, 1.52, -4.04], [-0.09, -1.12, -5.32], [0.80, 0.14, -5.15], [-1.16, -0.88, -5.24], [0.03, -1.45, -6.36], [1.86, -0.10, -4.94], [0.83, 0.63, -6.14], [-1.10, 2.27, -4.88], [-1.57, 3.03, -4.23], [-1.86, 1.51, -5.11], [-0.77, 2.74, -5.81], [1.64, 2.73, -4.03], [1.51, 3.43, -4.87], [2.62, 2.23, -4.13], [1.64, 3.31, -3.09], [-0.86, -3.93, -4.68], [-0.95, -4.59, -3.81], [-0.51, -4.51, -5.54], [-1.85, -3.52, -4.91], [1.93, -3.16, -4.96], [2.64, -2.32, -5.01], [1.80, -3.59, -5.96], [2.34, -3.93, -4.30], [1.75, -0.55, 1.94], [-0.19, 1.18, -2.34], [-1.60, 0.80, -2.23], [-2.04, -0.49, -2.66], [-1.91, -1.65, -1.61], [-0.80, -2.54, -1.89], [0.45, -2.25, -2.60], [1.36, -0.99, -2.24], [0.79, 0.24, -1.55], [0.95, -2.53, 2.00], [-0.10, 2.19, -1.89], [-2.28, 1.46, -1.70], [-1.38, -0.76, -3.49], [-3.08, -0.46, -3.05], [-1.83, -1.22, -0.59], [-2.85, -2.23, -1.64], [-0.84, -3.53, -1.44], [1.11, -3.11, -2.31], [1.96, -0.70, -3.12], [2.11, -1.39, -1.54], [0.31, -0.05, -0.60], [1.66, 0.86, -1.26], [1.70, -3.25, 2.37], [0.64, -2.84, 1.00], [0.08, -2.55, 2.67], [1.23, 3.67, 2.74], [-0.17, 3.56, 3.35], [-1.20, 3.14, 2.30], [-0.20, 2.69, 4.59], [-0.35, 3.27, 5.83], [-0.43, 2.49, 6.99], [-0.41, 1.10, 6.90], [-0.26, 0.47, 5.68], [-0.27, -1.06, 5.59], [1.00, -1.64, 6.22], [-1.51, -1.65, 6.27], [-0.01, 1.27, 4.50], [0.42, 0.73, 3.41], [1.58, 2.68, 2.41], [1.93, 4.06, 3.48], [1.22, 4.35, 1.88], [-0.45, 4.57, 3.69], [-0.98, 2.13, 1.93], [-2.21, 3.13, 2.74], [-1.20, 3.84, 1.45], [-0.41, 4.36, 5.90], [-0.54, 2.97, 7.97], [-0.52, 0.49, 7.80], [-0.29, -1.33, 4.53], [1.04, -1.40, 7.29], [1.02, -2.73, 6.10], [1.89, -1.22, 5.74], [-2.42, -1.22, 5.85], [-1.54, -2.73, 6.10], [-1.49, -1.46, 7.35]], "total_charge": 0, "e_lumo_ev": [-0.877, -0.877], "e_tot_ev": -53958.41427, "multiplicity": 1}

4.
{"formula": "C31H23AsFeN6O2S2", "method": "wB97M-V/def2-TZVPD", "elements": ["Fe", "S", "C", "C", "C", "C", "C", "C", "As", "C", "C", "C", "C", "C", "C", "C", "C", "C", "C", "C", "C", "H", "H", "H", "H", "H", "H", "H", "H", "H", "H", "H", "H", "H", "H", "S", "N", "C", "C", "C", "C", "C", "N", "C", "C", "N", "C", "C", "C", "C", "C", "N", "H", "H", "H", "H", "H", "H", "N", "N", "C", "O", "O", "H", "H", "H"], "positions_angstrom": [[0.26, 1.52, 1.17], [2.83, 1.81, 1.11], [3.81, 0.89, 0.05], [5.21, 1.06, 0.13], [6.04, 0.34, -0.71], [5.49, -0.57, -1.62], [4.11, -0.75, -1.70], [3.26, -0.03, -0.88], [1.34, -0.18, -0.91], [1.07, -1.51, 0.49], [-0.22, -1.64, 0.99], [-0.49, -2.50, 2.05], [0.54, -3.23, 2.62], [1.83, -3.11, 2.13], [2.10, -2.26, 1.07], [1.00, -1.18, -2.53], [0.34, -2.39, -2.51], [0.03, -3.03, -3.71], [0.40, -2.45, -4.92], [1.06, -1.23, -4.93], [1.36, -0.59, -3.74], [5.62, 1.75, 0.85], [7.11, 0.47, -0.65], [6.14, -1.14, -2.26], [3.70, -1.46, -2.41], [-1.04, -1.09, 0.52], [-1.51, -2.60, 2.42], [0.33, -3.90, 3.44], [2.64, -3.69, 2.57], [3.12, -2.17, 0.69], [0.06, -2.86, -1.57], [-0.48, -3.98, -3.69], [0.17, -2.96, -5.85], [1.35, -0.78, -5.87], [1.87, 0.36, -3.76], [-7.01, 0.39, -1.16], [-5.72, 0.88, -1.99], [-4.74, 0.98, -1.11], [-3.38, 1.42, -1.40], [-2.98, 1.88, -2.66], [-1.69, 2.34, -2.82], [-0.84, 2.31, -1.72], [-1.20, 1.85, -0.53], [-2.46, 1.43, -0.36], [-2.84, 1.02, 1.00], [-1.87, 1.05, 1.93], [-2.21, 0.83, 3.20], [-3.51, 0.52, 3.59], [-4.49, 0.43, 2.63], [-4.16, 0.69, 1.30], [-5.12, 0.64, 0.21], [-6.39, 0.28, 0.32], [-3.69, 1.87, -3.47], [-1.34, 2.72, -3.77], [0.18, 2.66, -1.81], [-1.43, 0.92, 3.93], [-3.73, 0.37, 4.64], [-5.52, 0.18, 2.88], [0.93, 1.00, 3.37], [0.50, 2.14, 4.09], [0.35, 3.36, 3.36], [0.24, 4.38, 4.00], [0.27, 3.20, 2.07], [0.53, 0.17, 3.78], [1.94, 0.91, 3.41], [0.93, 2.28, 4.99]], "total_charge": 1, "e_lumo_ev": [-3.253, -5.341], "e_tot_ev": -162448.20571, "multiplicity": 6, "s_squared": 8.79}

> Which formula does entry 4 have?

C31H23AsFeN6O2S2

Please write out number 2 again, unchanged.
{"formula": "C2H5N4P3", "method": "wB97M-V/def2-TZVPD", "elements": ["C", "C", "N", "N", "N", "N", "P", "P", "P", "H", "H", "H", "H", "H"], "positions_angstrom": [[2.22, -0.17, 0.71], [1.57, 0.08, -0.62], [-1.84, -1.44, 0.17], [-0.79, -0.85, 0.44], [-3.10, -1.03, 0.14], [1.33, 0.97, 0.40], [-3.60, 0.33, -0.55], [-1.81, 1.62, -0.48], [-0.76, 0.66, 1.20], [1.74, -0.85, 1.31], [3.25, 0.10, 0.97], [1.97, 0.55, -1.42], [0.80, -0.78, -0.99], [-0.97, 0.81, -1.28]], "de_lowest_kj_mol": 498.2, "total_charge": 0, "e_lumo_ev": [-1.810, -1.809], "e_tot_ev": -35975.47735, "multiplicity": 1}

> What is the formula in the first record?

C22H16F6N4O6RuS2

> multiplicity of number 3 (C27H48CdOP2)?

1